<i>
This record from the OMol25 dataset describes a 3-piece molecular cluster, C2H10N2O2 overall. The level of theory is the ωB97M-V functional and the def2-TZVPD basis.

Summary:
- 2S+1: 1
- Charge: 0
- Orbital gap: 9.2 eV
- LUMO: 0.66 eV

```
16
C2H10N2O2 | the OMol25 dataset | the ωB97M-V functional and the def2-TZVPD basis
C 1.071 0.382 1.030
N -0.350 2.436 1.544
C -0.738 1.726 0.499
N 0.058 0.793 0.079
H 1.659 -0.633 0.914
H 0.493 0.353 1.959
H 1.985 0.970 1.028
H -0.867 3.301 1.641
H 0.609 2.526 1.516
H -1.707 1.894 0.072
H -1.793 -3.103 -1.562
H -2.595 -2.170 -2.276
O -2.635 -2.664 -1.423
H 1.458 -1.678 -1.424
H 2.911 -1.884 -1.931
O 2.373 -1.689 -1.135
```

<ii>
This record from the OMol25 dataset describes a 3-piece molecular cluster, C2H10N2O2 overall. The level of theory is the ωB97M-V functional and the def2-TZVPD basis.

Summary:
- 2S+1: 1
- Charge: 0
- Orbital gap: 8.8 eV
- LUMO: 0.89 eV

```
16
C2H10N2O2 | the OMol25 dataset | the ωB97M-V functional and the def2-TZVPD basis
C 0.932 0.998 0.204
N 0.854 0.535 3.143
C 0.402 -0.285 2.198
N 0.048 0.052 0.974
H 0.381 0.891 -0.773
H 0.744 2.137 0.467
H 2.087 0.933 0.156
H 1.131 -0.015 4.029
H 1.098 1.446 2.782
H 0.379 -1.358 2.532
H 1.912 -1.904 -2.134
H 0.632 -2.632 -1.666
O 1.523 -2.522 -1.492
H -3.216 1.651 -4.449
H -4.194 0.700 -3.703
O -3.432 1.242 -3.567
```

Of them, <i> has the highest stability.

<i>
This record from the OMol25 dataset describes one molecule with the formula C7H10N2S. The level of theory is the ωB97M-V functional and the def2-TZVPD basis.

Summary:
- 2S+1: 1
- Charge: 0
- Orbital gap: 8.9 eV
- LUMO: 0.70 eV

```
20
C7H10N2S | the OMol25 dataset | the ωB97M-V functional and the def2-TZVPD basis
C -1.798 -0.808 -2.010
C -1.977 -0.490 -0.640
C 0.100 -0.311 -1.257
C 1.389 0.708 0.588
C 1.547 0.097 -0.958
C -0.031 0.247 1.043
C -0.151 -0.590 2.282
N -0.529 -0.635 -2.360
N -0.727 -0.237 -0.148
S 2.017 1.312 -2.187
H -2.632 -0.869 -2.806
H -2.733 -0.533 0.003
H 2.169 0.238 1.196
H 1.472 1.825 0.615
H 2.177 -0.731 -0.972
H -0.604 1.219 1.310
H 0.032 0.128 3.102
H 0.548 -1.499 2.389
H -1.188 -0.982 2.541
H 0.919 1.910 -1.730
```

<ii>
This record from the OMol25 dataset describes one molecule with the formula C7H10N2S. The level of theory is the ωB97M-V functional and the def2-TZVPD basis.

Summary:
- 2S+1: 1
- Charge: 0
- Orbital gap: 8.3 eV
- LUMO: 0.87 eV

```
20
C7H10N2S | the OMol25 dataset | the ωB97M-V functional and the def2-TZVPD basis
C 2.446 -0.807 1.026
C 2.100 -2.036 0.578
C 0.312 -0.236 0.212
C -2.739 -0.932 -0.631
C -1.900 0.064 -0.937
C -2.150 1.086 -2.048
C 1.816 1.380 1.673
N -0.732 0.435 -0.013
N 1.536 0.184 0.871
S 0.515 -2.041 -0.097
H 3.243 -0.618 1.633
H 2.781 -2.884 0.391
H -2.564 -1.514 0.301
H -3.478 -1.072 -1.344
H -2.471 1.938 -1.706
H -1.229 1.193 -2.651
H -2.994 0.641 -2.523
H 2.610 1.892 1.155
H 0.989 2.012 1.363
H 1.908 1.313 2.747
```

Of them, <i> has the highest stability.

<i>
This record from the OMol25 dataset describes a 2-piece molecular cluster, C4H9O3 overall. The level of theory is the ωB97M-V functional and the def2-TZVPD basis.

Summary:
- 2S+1: 1
- Charge: -1
- Orbital gap: 8.0 eV
- LUMO: 3.83 eV

```
16
C4H9O3 | the OMol25 dataset | the ωB97M-V functional and the def2-TZVPD basis
C -1.752 -0.607 -0.063
C -1.083 -1.899 -0.475
O -2.179 -0.772 1.335
H -1.123 0.168 0.091
H -2.517 -0.112 -0.492
H -1.569 -2.283 -1.440
H -1.526 -0.235 1.915
H -0.757 -2.890 0.127
H 0.008 -1.599 -0.527
C 1.240 0.318 -1.520
C 1.391 0.995 -0.049
O 1.679 0.190 0.933
O 1.153 2.275 0.075
H 0.612 0.989 -2.256
H 0.735 -0.603 -1.497
H 2.132 0.177 -2.024
```

<ii>
This record from the OMol25 dataset describes a 2-piece molecular cluster, C4H9O3 overall. The level of theory is the ωB97M-V functional and the def2-TZVPD basis.

Summary:
- 2S+1: 1
- Charge: -1
- Orbital gap: 7.7 eV
- LUMO: 3.73 eV

```
16
C4H9O3 | the OMol25 dataset | the ωB97M-V functional and the def2-TZVPD basis
C -2.186 -0.489 0.104
C -2.354 0.994 -0.309
O -1.323 1.719 -0.306
O -3.539 1.369 -0.485
H -1.517 -0.560 0.963
H -1.794 -1.035 -0.756
H -3.148 -0.949 0.318
C 1.881 -0.746 -0.305
C 1.974 0.287 0.793
O 1.195 -0.248 -1.436
H 2.898 -0.949 -0.645
H 1.462 -1.702 0.003
H 2.843 0.928 0.711
H 0.718 0.571 -1.212
H 1.832 -0.085 1.820
H 1.059 0.895 0.744
```

Of them, <ii> has the highest stability.